(P)
ORCA calculation (ωB97M-V/def2-TZVPD) on 2 unconnected molecules or ions with the total composition C5H12O2S.

The frontier orbital gap is 0.3682 Ha. Its LUMO energy is 0.81 eV. As for the highest occupied orbital energy: -9.21 eV. The spin multiplicity is 1.

Bonds (Å) are listed after each position.
Geometry (Å):
1 S 0.900 -0.135 1.865  O2 1.435, O3 1.676, C4 1.936
2 O 0.157 -0.405 0.668  S1 1.435
3 O 0.024 -0.471 3.254  S1 1.676, C8 1.451
4 C 1.896 -1.773 2.130  S1 1.936, H12 1.080, H18 1.130, H19 1.093
5 C -1.022 0.717 -2.842  C6 1.313, C7 1.475, H13 1.139
6 C -1.694 0.684 -3.970  C5 1.313, H11 1.053, H20 1.046
7 C -1.517 1.359 -1.610  C5 1.475, H9 1.102, H10 1.109, H15 1.128
8 C -1.104 0.413 3.481  O3 1.451, H14 1.083, H16 1.088, H17 1.056
9 H -2.217 2.198 -1.758  C7 1.102
10 H -2.164 0.575 -1.164  C7 1.109
11 H -1.429 0.048 -4.766  C6 1.053
12 H 1.239 -2.432 1.584  C4 1.080
13 H -0.167 -0.029 -2.748  C5 1.139
14 H -1.759 0.319 2.624  C8 1.083
15 H -0.883 1.628 -0.716  C7 1.128
16 H -0.750 1.441 3.519  C8 1.088
17 H -1.675 0.063 4.298  C8 1.056
18 H 1.996 -1.800 3.256  C4 1.130
19 H 2.878 -1.653 1.666  C4 1.093
20 H -2.487 1.366 -3.979  C6 1.046

(Q)
ORCA calculation (ωB97M-V/def2-TZVPD) on 2 unconnected molecules or ions with the total composition C5H12O2S.

The frontier orbital gap is 0.2856 Ha. Its LUMO energy is 0.55 eV. As for the highest occupied orbital energy: -7.22 eV. The spin multiplicity is 1.

Bonds (Å) are listed after each position.
Geometry (Å):
1 S -0.151 1.875 -0.944  C6 1.711, H12 1.332
2 O -1.792 -0.423 0.463  C7 1.372, H10 0.987
3 O 0.962 -0.412 -1.874  C6 1.410, H19 0.975
4 C 0.856 -0.212 1.221  C8 1.515, H9 1.148, H15 1.089
5 C -1.910 -0.827 -1.929  C7 1.509, H16 1.124, H17 1.116, H18 1.173
6 C 0.083 0.180 -0.943  S1 1.711, O3 1.410, C7 1.511
7 C -1.084 -0.739 -0.669  O2 1.372, C5 1.509, C6 1.511, H20 1.071
8 C 0.482 0.862 2.222  C4 1.515, H11 1.075, H13 1.028, H14 1.177
9 H 0.483 -1.293 1.320  C4 1.148
10 H -2.691 -0.078 0.246  O2 0.987
11 H -0.592 0.894 2.243  C8 1.075
12 H -1.163 1.707 -0.094  S1 1.332
13 H 0.893 0.740 3.157  C8 1.028
14 H 0.798 1.845 1.657  C8 1.177
15 H 1.943 -0.164 1.183  C4 1.089
16 H -2.568 -1.732 -1.817  C5 1.124
17 H -2.491 0.096 -2.166  C5 1.116
18 H -1.219 -0.944 -2.870  C5 1.173
19 H 0.975 -1.379 -2.004  O3 0.975
20 H -0.614 -1.698 -0.587  C7 1.071

Short version: (P) is the most stable of them.

(P)
ORCA calculation (ωB97M-V/def2-TZVPD) on 8 unconnected molecules or ions with the total composition C28H79N7O8.

The frontier orbital gap is 0.3479 Ha. Its LUMO energy is 0.59 eV. As for the highest occupied orbital energy: -8.88 eV. As for the structure (SMILES): COC[C@H](C)N.COC[C@H](C)N.COC[C@H](C)N.COC[C@H](C)N.COC[C@H](C)N.COC[C@H](C)N.COC[C@H](C)N.O. The spin multiplicity is 1.

Bonds (Å) are listed after each position.
Geometry (Å):
1 O 8.969 12.468 18.799  C29 1.430, C42 1.388
2 O 13.047 8.682 11.387  C24 1.437, C39 1.453
3 O 13.432 11.891 14.933  H55 0.950, H95 0.997
4 O 17.152 12.589 18.840  C16 1.417, C41 1.420
5 O 13.695 8.449 19.070  C20 1.449, C22 1.393
6 O 14.533 13.743 10.956  C32 1.408, C33 1.399
7 O 15.112 17.391 18.817  C19 1.423, C23 1.404
8 O 17.023 15.782 14.900  C21 1.382, C30 1.465
9 N 12.252 10.065 16.915  C43 1.498, H50 0.998, H63 1.009
10 N 12.908 18.206 16.994  C40 1.426, H89 1.031, H97 1.001
11 N 14.197 16.176 14.292  C31 1.479, H46 1.015, H109 1.022
12 N 12.994 14.481 7.732  C28 1.439, H67 1.022, H117 1.022
13 N 15.787 13.417 16.428  C36 1.477, H93 0.997, H121 1.010
14 N 14.429 8.825 14.838  C34 1.452, H52 1.016, H64 1.006
15 N 7.672 12.893 15.289  C18 1.451, H51 1.028, H112 0.999
16 C 17.790 12.423 17.586  O4 1.417, C36 1.571, H61 1.081, H103 1.087
17 C 11.861 16.001 17.202  C40 1.615, H47 1.098, H62 1.126, H87 1.086
18 C 8.632 12.461 16.288  N15 1.451, C26 1.542, C29 1.570, H49 1.112
19 C 14.198 16.468 18.235  O7 1.423, C40 1.560, H53 1.086, H92 1.136
20 C 13.170 9.785 19.266  O5 1.449, C43 1.534, H81 1.102, H86 1.128
21 C 18.108 16.225 15.632  O8 1.382, H71 1.114, H79 1.084, H107 1.081
22 C 13.682 7.758 20.279  O5 1.393, H56 1.092, H59 1.095, H85 1.083
23 C 16.169 16.721 19.453  O7 1.404, H54 1.077, H66 1.077, H91 1.089
24 C 11.755 8.891 10.792  O2 1.437, H101 1.095, H105 1.073, H108 1.085
25 C 14.923 7.352 12.962  C34 1.475, H72 1.083, H78 1.055, H100 1.118
26 C 10.028 12.953 15.856  C18 1.542, H48 1.100, H99 1.086, H116 1.135
27 C 14.725 17.867 12.589  C31 1.557, H57 1.111, H69 1.077, H115 1.101
28 C 14.061 14.486 8.697  N12 1.439, C32 1.552, C37 1.521, H80 1.110
29 C 8.237 13.019 17.701  O1 1.430, C18 1.570, H68 1.120, H111 1.123
30 C 16.502 16.856 14.050  O8 1.465, C31 1.511, H58 1.100, H77 1.116
31 C 15.220 16.575 13.302  N11 1.479, C27 1.557, C30 1.511, H45 1.113
32 C 13.566 13.689 9.934  O6 1.408, C28 1.552, H75 1.118, H119 1.135
33 C 14.048 13.327 12.200  O6 1.399, H74 1.103, H96 1.132, H122 1.086
34 C 14.484 8.693 13.393  N14 1.452, C25 1.475, C39 1.583, H106 1.104
35 C 17.261 11.918 15.071  C36 1.532, H60 1.090, H65 1.085, H76 1.064
36 C 16.709 12.263 16.458  N13 1.477, C16 1.571, C35 1.532, H88 1.103
37 C 14.541 15.864 9.123  C28 1.521, H102 1.079, H114 1.085, H120 1.093
38 C 12.927 12.043 18.408  C43 1.537, H70 1.118, H104 1.074, H118 1.099
39 C 13.071 9.070 12.787  O2 1.453, C34 1.583, H84 1.079, H94 1.108
40 C 12.815 17.105 17.895  N10 1.426, C17 1.615, C19 1.560, H73 1.087
41 C 18.033 12.359 19.931  O4 1.420, H90 1.130, H98 1.069, H113 1.110
42 C 8.653 12.971 20.053  O1 1.388, H44 1.086, H82 1.102, H110 1.111
43 C 13.183 10.595 17.963  N9 1.498, C20 1.534, C38 1.537, H83 1.076
44 H 9.223 12.323 20.713  C42 1.086
45 H 15.450 15.888 12.457  C31 1.113
46 H 14.578 15.393 14.813  N11 1.015
47 H 11.898 14.983 17.612  C17 1.098
48 H 10.834 12.684 16.557  C26 1.100
49 H 8.679 11.357 16.415  C18 1.112
50 H 12.677 9.314 16.414  N9 0.998
51 H 7.809 12.354 14.425  N15 1.028
52 H 15.191 8.327 15.290  N14 1.016
53 H 14.527 16.061 17.284  C19 1.086
54 H 16.718 17.503 19.951  C23 1.077
55 H 13.990 12.376 15.530  O3 0.950
56 H 14.154 6.802 20.038  C22 1.092
57 H 14.105 18.534 13.226  C27 1.111
58 H 16.278 17.720 14.693  C30 1.100
59 H 12.655 7.573 20.609  C22 1.095
60 H 17.569 12.873 14.646  C35 1.090
61 H 18.465 13.228 17.335  C16 1.081
62 H 10.775 16.270 17.327  C17 1.126
63 H 11.292 9.955 17.205  N9 1.009
64 H 14.527 9.800 15.067  N14 1.006
65 H 18.089 11.217 15.100  C35 1.085
66 H 15.882 15.999 20.198  C23 1.077
67 H 13.327 14.598 6.774  N12 1.022
68 H 7.134 12.896 17.857  C29 1.120
69 H 14.146 17.549 11.738  C27 1.077
70 H 13.786 12.364 19.046  C38 1.118
71 H 17.823 17.120 16.231  C21 1.114
72 H 14.189 6.622 13.279  C25 1.083
73 H 12.302 17.379 18.813  C40 1.087
74 H 13.929 12.230 12.213  C33 1.103
75 H 13.341 12.619 9.700  C32 1.118
76 H 16.413 11.542 14.550  C35 1.064
77 H 17.379 17.117 13.411  C30 1.116
78 H 14.944 7.249 11.913  C25 1.055
79 H 18.902 16.613 15.005  C21 1.084
80 H 14.891 13.934 8.210  C28 1.110
81 H 12.122 9.722 19.601  C20 1.102
82 H 8.950 14.017 20.236  C42 1.102
83 H 14.137 10.521 17.471  C43 1.076
84 H 12.308 8.517 13.314  C39 1.079
85 H 14.211 8.221 21.103  C22 1.083
86 H 13.792 10.226 20.097  C20 1.128
87 H 12.010 15.905 16.130  C17 1.086
88 H 16.099 11.420 16.824  C36 1.103
89 H 13.349 17.845 16.134  N10 1.031
90 H 18.928 13.007 20.163  C41 1.130
91 H 16.840 16.178 18.788  C23 1.089
92 H 14.023 15.623 18.975  C19 1.136
93 H 15.622 13.633 17.388  N13 0.997
94 H 12.878 10.155 12.904  C39 1.108
95 H 12.910 11.223 15.457  O3 0.997
96 H 14.821 13.548 12.998  C33 1.132
97 H 13.569 18.827 17.417  N10 1.001
98 H 17.390 12.389 20.784  C41 1.069
99 H 10.190 12.439 14.914  C26 1.086
100 H 15.967 7.135 13.300  C25 1.118
101 H 10.984 8.224 11.191  C24 1.095
102 H 15.453 15.863 9.702  C37 1.079
103 H 18.411 11.532 17.543  C16 1.087
104 H 12.958 12.591 17.484  C38 1.074
105 H 11.419 9.908 10.850  C24 1.073
106 H 15.194 9.417 12.957  C34 1.104
107 H 18.475 15.435 16.273  C21 1.081
108 H 11.904 8.620 9.753  C24 1.085
109 H 13.331 15.899 13.827  N11 1.022
110 H 7.562 12.911 20.256  C42 1.111
111 H 8.428 14.125 17.716  C29 1.123
112 H 6.754 12.726 15.647  N15 0.999
113 H 18.363 11.302 19.855  C41 1.110
114 H 14.684 16.530 8.278  C37 1.085
115 H 15.545 18.428 12.114  C27 1.101
116 H 10.108 14.061 15.624  C26 1.135
117 H 12.330 15.232 7.932  N12 1.022
118 H 11.971 12.213 18.923  C38 1.099
119 H 12.568 14.142 10.228  C32 1.135
120 H 13.767 16.307 9.754  C37 1.093
121 H 16.175 14.261 16.029  N13 1.010
122 H 13.049 13.716 12.377  C33 1.086

(Q)
ORCA calculation (ωB97M-V/def2-TZVPD) on 8 unconnected molecules or ions with the total composition C28H79N7O8.

The frontier orbital gap is 0.3517 Ha. Its LUMO energy is 0.53 eV. As for the highest occupied orbital energy: -9.04 eV. As for the structure (SMILES): COC[C@H](C)N.COC[C@H](C)N.COC[C@H](C)N.COC[C@H](C)N.COC[C@H](C)N.COC[C@H](C)N.COC[C@H](C)N.O. The spin multiplicity is 1.

Bonds (Å) are listed after each position.
Geometry (Å):
1 O -1.430 3.478 2.155  C21 1.411, C26 1.404
2 O -2.539 -2.992 -1.992  C16 1.416, C31 1.445
3 O 1.657 -3.894 2.952  C30 1.366, C42 1.439
4 O 5.215 0.144 0.424  C28 1.378, C37 1.437
5 O 2.560 -3.870 -2.439  C22 1.406, C43 1.402
6 O 0.398 0.019 -0.517  H56 0.957, H72 0.957
7 O 2.087 5.723 -1.832  C34 1.397, C41 1.448
8 O -3.535 1.123 -1.456  C20 1.476, C39 1.408
9 N -1.878 0.991 5.006  C19 1.499, H68 1.010, H97 1.010
10 N -0.153 2.976 -0.860  C25 1.411, H44 1.010, H58 1.010
11 N -5.876 0.271 -2.864  C27 1.446, H101 1.010, H109 1.010
12 N -5.615 -3.808 -0.231  C18 1.415, H74 1.010, H86 1.010
13 N 6.536 2.746 2.585  C24 1.453, H46 1.010, H66 1.010
14 N -0.270 -2.815 -0.280  C36 1.431, H52 1.010, H77 1.010
15 N 1.488 -1.344 1.677  C29 1.501, H57 1.010, H122 1.010
16 C -3.851 -2.856 -1.477  O2 1.416, C18 1.536, H70 1.090, H90 1.090
17 C 1.775 2.833 -2.068  C25 1.555, H84 1.090, H88 1.090, H108 1.090
18 C -4.331 -4.115 -0.741  N12 1.415, C16 1.536, C32 1.523, H99 1.090
19 C -1.285 1.677 3.814  N9 1.499, C26 1.567, C38 1.554, H94 1.090
20 C -2.908 1.107 -0.120  O8 1.476, H76 1.090, H92 1.090, H114 1.090
21 C -2.244 4.472 1.571  O1 1.411, H50 1.090, H87 1.090, H110 1.090
22 C 3.442 -3.278 -3.361  O5 1.406, H59 1.090, H112 1.090, H121 1.090
23 C 7.512 1.861 0.561  C24 1.473, H48 1.090, H81 1.090, H111 1.090
24 C 6.273 2.058 1.333  N13 1.453, C23 1.473, C28 1.523, H53 1.090
25 C 1.019 3.736 -1.053  N10 1.411, C17 1.555, C41 1.505, H78 1.090
26 C -2.109 2.872 3.224  O1 1.404, C19 1.567, H47 1.090, H49 1.090
27 C -5.682 1.649 -2.468  N11 1.446, C39 1.516, C40 1.570, H85 1.090
28 C 5.465 0.798 1.611  O4 1.378, C24 1.523, H103 1.090, H119 1.090
29 C 2.789 -1.846 2.231  N15 1.501, C35 1.488, C42 1.532, H71 1.090
30 C 1.349 -5.198 2.683  O3 1.366, H83 1.090, H89 1.090, H117 1.090
31 C -2.102 -1.799 -2.680  O2 1.445, H51 1.090, H82 1.090, H100 1.090
32 C -4.396 -5.273 -1.729  C18 1.523, H75 1.090, H95 1.090, H106 1.090
33 C 0.084 -5.016 -1.008  C36 1.567, H79 1.090, H102 1.090, H120 1.090
34 C 2.194 7.087 -2.115  O7 1.397, H60 1.090, H69 1.090, H107 1.090
35 C 2.997 -1.113 3.510  C29 1.488, H65 1.090, H113 1.090, H118 1.090
36 C 0.797 -3.645 -0.751  N14 1.431, C33 1.567, C43 1.525, H55 1.090
37 C 4.260 0.737 -0.471  O4 1.437, H45 1.090, H67 1.090, H115 1.090
38 C -0.958 0.640 2.703  C19 1.554, H61 1.090, H62 1.090, H73 1.090
39 C -4.833 1.613 -1.213  O8 1.408, C27 1.516, H91 1.090, H105 1.090
40 C -7.144 2.193 -2.285  C27 1.570, H80 1.090, H104 1.090, H116 1.090
41 C 0.812 5.184 -1.407  O7 1.448, C25 1.505, H63 1.090, H64 1.090
42 C 2.865 -3.369 2.373  O3 1.439, C29 1.532, H93 1.090, H98 1.090
43 C 1.547 -3.043 -1.935  O5 1.402, C36 1.525, H54 1.090, H96 1.090
44 H -0.797 3.489 -0.275  N10 1.010
45 H 3.942 0.011 -1.219  C37 1.090
46 H 6.877 3.670 2.360  N13 1.010
47 H -3.075 2.434 2.973  C26 1.090
48 H 8.044 2.811 0.534  C23 1.090
49 H -2.382 3.571 4.015  C26 1.090
50 H -3.088 4.036 1.036  C21 1.090
51 H -2.776 -1.388 -3.432  C31 1.090
52 H -0.989 -2.875 -0.987  N14 1.010
53 H 5.644 2.828 0.886  C24 1.090
54 H 2.050 -2.104 -1.704  C43 1.090
55 H 1.465 -3.731 0.105  C36 1.090
56 H 0.763 -0.263 0.322  O6 0.957
57 H 1.258 -2.065 1.008  N15 1.010
58 H -0.585 2.992 -1.773  N10 1.010
59 H 3.113 -2.502 -4.052  C22 1.090
60 H 3.261 7.231 -2.283  C34 1.090
61 H -0.676 1.195 1.808  C38 1.090
62 H -0.282 -0.081 3.163  C38 1.090
63 H 0.314 5.741 -0.613  C41 1.090
64 H 0.162 5.321 -2.272  C41 1.090
65 H 4.053 -1.221 3.756  C35 1.090
66 H 5.640 2.985 2.985  N13 1.010
67 H 3.360 0.976 0.095  C37 1.090
68 H -2.691 0.469 4.711  N9 1.010
69 H 1.971 7.660 -1.215  C34 1.090
70 H -4.555 -2.565 -2.257  C16 1.090
71 H 3.633 -1.477 1.647  C29 1.090
72 H 0.366 0.973 -0.456  O6 0.957
73 H -1.892 0.168 2.400  C38 1.090
74 H -6.024 -4.708 -0.023  N12 1.010
75 H -5.136 -5.232 -2.528  C32 1.090
76 H -2.004 0.499 -0.155  C20 1.090
77 H 0.065 -1.869 -0.390  N14 1.010
78 H 1.602 3.678 -0.134  C25 1.090
79 H -0.481 -5.350 -0.138  C33 1.090
80 H -7.072 3.226 -1.944  C40 1.090
81 H 8.125 1.142 1.105  C23 1.090
82 H -1.966 -0.977 -1.977  C31 1.090
83 H 0.340 -5.395 3.045  C30 1.090
84 H 2.726 3.288 -2.345  C17 1.090
85 H -5.124 2.252 -3.184  C27 1.090
86 H -6.157 -3.437 -0.998  N12 1.010
87 H -2.508 5.264 2.271  C21 1.090
88 H 1.213 2.747 -2.997  C17 1.090
89 H 1.309 -5.431 1.619  C30 1.090
90 H -3.892 -2.057 -0.737  C16 1.090
91 H -4.837 2.635 -0.833  C39 1.090
92 H -3.550 0.634 0.623  C20 1.090
93 H 3.190 -3.690 1.383  C42 1.090
94 H -0.456 2.171 4.323  C19 1.090
95 H -4.670 -6.234 -1.296  C32 1.090
96 H 0.866 -2.867 -2.768  C43 1.090
97 H -1.329 0.312 5.515  N9 1.010
98 H 3.714 -3.683 2.981  C42 1.090
99 H -3.649 -4.383 0.066  C18 1.090
100 H -1.091 -1.909 -3.072  C31 1.090
101 H -5.035 -0.283 -2.936  N11 1.010
102 H -0.736 -4.996 -1.726  C33 1.090
103 H 6.063 0.128 2.228  C28 1.090
104 H -7.720 2.038 -3.197  C40 1.090
105 H -5.316 0.972 -0.476  C39 1.090
106 H -3.431 -5.424 -2.213  C32 1.090
107 H 1.550 7.351 -2.954  C34 1.090
108 H 1.933 1.816 -1.709  C17 1.090
109 H -6.386 -0.278 -2.187  N11 1.010
110 H -1.551 4.846 0.817  C21 1.090
111 H 7.362 1.426 -0.428  C23 1.090
112 H 4.311 -2.814 -2.896  C22 1.090
113 H 2.320 -1.433 4.302  C35 1.090
114 H -2.656 2.128 0.166  C20 1.090
115 H 4.629 1.624 -0.987  C37 1.090
116 H -7.682 1.677 -1.490  C40 1.090
117 H 2.060 -5.817 3.230  C30 1.090
118 H 2.906 -0.034 3.386  C35 1.090
119 H 4.617 1.048 2.249  C28 1.090
120 H 0.697 -5.823 -1.411  C33 1.090
121 H 3.787 -4.107 -3.980  C22 1.090
122 H 0.963 -1.672 2.475  N15 1.010

Short version: (P) is the most stable of them.